DFT (ωB97M-V/def2-TZVPD) results for a cluster of 12 separate species, C39H111N15O12 in total at a distorted geometry.

Results
SMILES: COC[C@H](C)N.COC[C@H](C)N.COC[C@H](C)N.COC[C@H](C)N.COC[C@H](C)N.COC[C@H](C)N.COC[C@H](C)N.COC[C@H](C)N.COC[C@H](C)N.NC(N)=O.NC(N)=O.NC(N)=O
strongest force on any atom: 6.342 eV/A
ΔE to the lowest compared entry with this formula, charge and spin: 159.2 kcal/mol
gap between HOMO and LUMO: 8.83 eV
E_tot: -3276.49567 a.u.

Structure (ORCA input):
```
! RIJCOSX wB97M-V def2-TZVPD def2/J DEFGRID3
* xyz 0 1
C 3.0879 -6.9547 -0.6717
O 3.2876 -5.9796 -1.6771
C 2.7065 -4.7201 -1.3813
C 3.4821 -3.5870 -2.1478
C 2.7289 -2.3447 -1.9050
N 3.4146 -3.8524 -3.5934
H 3.4230 -7.9571 -0.9380
H 2.0084 -6.9557 -0.5210
H 3.5898 -6.5554 0.2097
H 1.6658 -4.7553 -1.7035
H 2.8058 -4.5137 -0.3157
H 4.5129 -3.4683 -1.8139
H 1.6734 -2.4532 -2.1545
H 3.1110 -1.4746 -2.4388
H 2.7103 -2.1904 -0.8261
H 3.6371 -4.8374 -3.6132
H 2.4421 -3.7860 -3.8578
C -0.2467 -3.1534 -4.4532
O 0.7651 -2.1544 -4.2780
C 0.9877 -1.3309 -5.4161
C 2.3639 -0.6592 -5.4610
C 2.4950 0.4596 -6.5643
N 3.2187 -1.7080 -5.9470
H -1.1490 -2.7926 -4.9470
H -0.6279 -3.5749 -3.5231
H 0.1059 -3.9571 -5.0995
H 0.8025 -1.8052 -6.3799
H 0.2054 -0.5724 -5.3874
H 2.7424 -0.3140 -4.4989
H 1.5594 1.0159 -6.5076
H 2.4174 0.0275 -7.5620
H 3.3722 1.0953 -6.4440
H 3.2689 -2.2365 -5.0877
H 4.1052 -1.2955 -6.2000
C -2.8868 5.9893 0.4182
O -3.4481 5.1866 -0.5859
C -3.4737 5.8253 -1.8433
C -4.2662 4.9167 -2.8638
C -4.5502 5.5657 -4.2587
N -5.6467 4.6036 -2.3947
H -3.2755 5.6641 1.3832
H -3.1930 7.0205 0.2421
H -1.8033 5.9013 0.4977
H -3.9186 6.8196 -1.8028
H -2.4715 6.0203 -2.2252
H -3.6900 4.0055 -3.0246
H -4.9092 4.9429 -5.0780
H -3.6293 6.0720 -4.5481
H -5.2030 6.4349 -4.3384
H -6.0268 5.4677 -2.0356
H -5.4274 4.1964 -1.4968
C -2.3574 -2.6818 4.3296
O -2.9710 -3.6750 5.1847
C -2.2028 -4.1637 6.3212
C -2.9364 -5.4267 6.8490
C -4.2789 -5.1012 7.3894
N -2.1217 -6.1678 7.7923
H -2.9495 -2.3711 3.4688
H -1.3645 -2.9938 4.0056
H -2.1634 -1.8589 5.0175
H -1.1906 -4.4661 6.0528
H -2.2173 -3.4165 7.1146
H -3.1227 -6.1080 6.0188
H -4.2059 -4.4749 8.2785
H -4.9321 -5.9686 7.4855
H -4.8385 -4.6472 6.5716
H -1.2211 -6.2982 7.3541
H -1.8829 -5.6018 8.5940
C 1.2672 -6.0000 3.6929
O 0.6044 -5.8971 2.4214
C -0.8184 -6.0665 2.5594
C -1.3285 -5.9078 1.1416
C -1.1535 -4.5943 0.3528
N -2.8083 -6.2080 1.0626
H 2.3434 -5.8757 3.5726
H 1.1202 -6.8968 4.2949
H 0.9112 -5.1984 4.3401
H -1.0942 -6.9616 3.1169
H -1.2141 -5.2362 3.1444
H -0.8838 -6.6813 0.5155
H -1.4090 -4.7302 -0.6980
H -0.0773 -4.4227 0.3324
H -1.6428 -3.7359 0.8130
H -2.8999 -7.1644 1.3743
H -3.3681 -5.6443 1.6862
C 2.3454 4.2717 0.5678
O 2.7977 4.2476 -0.7863
C 3.2568 3.0124 -1.2983
C 3.3384 3.2211 -2.7538
C 3.8813 1.9800 -3.5162
N 4.1706 4.3296 -3.2071
H 3.1202 3.7702 1.1478
H 1.4400 3.6648 0.5653
H 2.3319 5.3339 0.8118
H 4.2631 2.8215 -0.9255
H 2.6854 2.1504 -0.9542
H 2.3134 3.4225 -3.0651
H 4.8930 1.6601 -3.2667
H 3.8228 2.0609 -4.6016
H 3.1988 1.1645 -3.2768
H 3.8303 5.1842 -2.7901
H 3.9592 4.3650 -4.1941
C 3.3885 5.1648 4.0479
O 2.0299 4.7656 4.0305
C 1.8289 3.6588 4.8380
C 0.3231 3.3058 5.1025
C -0.5759 2.7863 3.8854
N -0.3188 4.4557 5.7141
H 3.4567 6.2131 3.7572
H 3.9571 4.6070 3.3038
H 3.8455 5.2222 5.0358
H 2.3215 2.8622 4.2803
H 2.3559 3.6691 5.7921
H 0.3606 2.4780 5.8106
H -0.0828 2.3871 2.9990
H -1.0858 3.6502 3.4590
H -1.3168 2.0695 4.2395
H -1.2809 4.1608 5.8000
H -0.3537 5.2938 5.1515
C 4.8587 1.6111 2.5102
O 3.6839 1.0967 3.1409
C 3.1472 0.0117 2.4459
C 2.2084 -0.6827 3.4509
C 1.6123 -1.9975 2.8653
N 1.1574 0.1856 3.9939
H 4.6822 1.9604 1.4929
H 5.4989 0.7447 2.3442
H 5.1738 2.4765 3.0933
H 2.7148 0.5337 1.5923
H 3.8870 -0.6494 1.9945
H 2.9349 -0.9996 4.1992
H 0.9814 -2.4161 3.6494
H 2.3779 -2.7514 2.6820
H 1.0275 -1.8116 1.9644
H 1.6851 1.0444 4.0585
H 0.4927 0.4427 3.2783
C -1.8566 0.1468 1.3489
O -0.5981 0.7541 1.2056
C -0.0521 0.3161 -0.0581
C -0.6728 1.0894 -1.3118
C -0.1756 0.7248 -2.6484
N -0.7021 2.5658 -1.1807
H -1.8735 -0.9382 1.2455
H -2.6089 0.5046 0.6458
H -2.3203 0.4479 2.2883
H 1.0367 0.3435 -0.1018
H -0.2149 -0.7616 -0.0698
H -1.6936 0.7278 -1.1875
H -0.8374 1.1587 -3.3980
H 0.0251 -0.3410 -2.7573
H 0.7873 1.2128 -2.7987
H -1.1258 2.7890 -0.2914
H -1.2328 2.8873 -1.9777
N -4.6296 -2.6293 1.6066
C -4.7421 -1.4062 1.2037
N -4.5525 -1.2571 -0.0335
O -4.9057 -0.4227 1.9508
H -4.6053 -3.4064 0.9620
H -4.4972 -2.7419 2.6015
H -4.7226 -2.0146 -0.6795
H -4.4704 -0.2769 -0.2627
N -0.0494 6.3498 -4.1711
C -0.3599 5.2430 -3.6029
N 0.4255 5.0251 -2.6237
O -1.0871 4.4125 -4.1114
H -0.4834 6.5731 -5.0554
H 0.5876 6.9536 -3.6714
H 0.3701 4.1126 -2.1944
H 1.1242 5.6667 -2.2768
N -3.1447 0.6605 -6.5548
C -2.2568 1.5862 -6.2786
N -2.6119 2.2364 -5.2531
O -1.2362 1.7553 -6.8879
H -3.7557 0.4231 -5.7865
H -2.9490 -0.1361 -7.1441
H -3.5135 2.0332 -4.8458
H -1.8901 2.7739 -4.7947
*
```